No. 1
Below is 15 unconnected molecules or ions with the total composition C32H80N17O35P2S at a distorted geometry, with properties calculated with ωB97M-V/def2-TZVPD.

Values from the calculation:
* charge: +1
* M: 1357.09 g mol⁻¹
* lowest unoccupied orbital energy: -2.6 eV
* DFT total energy: -5911.10507 Ha
* orbital gap: 8.24 eV

Element x y z (Å)
S -5.4057 -1.4497 4.4948
P -3.6101 -0.8590 4.1243
P 1.3869 0.6708 3.3990
O -2.3625 1.8418 6.3611
O 7.6281 3.1511 5.4279
O -7.6540 -1.4328 -4.4344
O -0.8652 4.4184 1.2424
O -2.6187 -1.2182 5.3459
O -3.2411 5.4305 -3.4659
O 1.1980 -6.0830 6.8686
O 2.0552 -0.3293 4.4499
O 1.8197 2.0523 4.0564
O 1.8693 0.4726 2.0190
O -5.8431 -2.4051 -5.0752
O -1.9809 -4.2880 5.3505
O 0.7889 -3.9095 -5.3163
O 7.1661 3.0321 -10.6887
O -3.8932 -1.0578 -0.4700
O -6.9183 -5.2740 -2.8901
O 1.8318 -4.8147 -0.6864
O 0.5495 -8.1027 6.4929
O 2.9090 7.3316 2.6765
O 4.5227 6.0098 2.1297
O 0.3613 3.9679 -0.5255
O -3.1585 -1.7017 -2.3838
O 2.2516 -5.2988 -6.0627
O -3.5476 0.7247 3.9519
O 0.7405 -6.6231 -1.0742
O 8.1351 7.0620 -7.4235
O -3.1819 3.4035 -4.1974
O -3.9322 -4.7559 6.1234
O 8.4132 3.1327 3.4193
O 1.3513 5.4049 -4.9769
O 6.0388 4.4850 -9.5657
O -4.3910 2.4250 6.7856
O -6.9660 -4.5112 -0.8760
O 3.3052 5.6049 -5.8577
O 7.1563 7.2520 -5.5142
N -6.6656 -1.5104 -5.1321
N 2.5566 5.2397 -4.9799
N -4.0499 -1.5496 -1.5734
N -6.9803 -5.4174 -1.6917
N -0.8421 -4.6250 1.1549
N 1.1362 -7.0885 6.1864
N 1.4180 -5.6801 -1.4350
N -3.4136 1.7594 6.9985
N 7.0750 3.9257 -9.8764
N 7.1436 7.1436 -6.7215
N 3.4463 6.5440 1.9312
N 1.2172 -4.6731 -6.1617
N -2.7498 4.5369 -4.1249
N 7.5040 3.1887 4.2206
N -2.7325 -4.8110 6.1749
N -3.0006 -3.7420 1.3006
N -1.2110 -2.3034 1.0103
C -1.4707 -1.5179 2.2951
C 3.1419 4.5348 -3.8069
C -2.9957 -1.6209 2.5756
C 0.1438 3.4505 5.1061
C 1.7420 -5.5721 -2.8824
C -0.1776 -0.3403 -1.4595
C 6.1163 3.3037 3.6951
C -5.4266 -1.9701 -1.9427
C -3.4812 0.7640 8.1013
C 2.7197 6.2072 0.6737
C -0.6803 4.5762 0.0935
C 0.4023 -4.8476 -7.3949
C 5.8105 7.1066 -7.3832
C 1.1737 0.3850 -1.4479
C -1.5126 4.8435 -4.8948
C -1.0531 -0.0484 2.1860
C -1.6600 -3.5774 1.1464
C -7.0922 -6.8020 -1.1549
C -0.4202 0.4940 3.4953
C 0.1304 -2.1850 0.3658
C 8.3262 4.3666 -9.2006
C -2.1151 -5.5588 7.3033
C 1.0540 1.9076 -1.5465
C 2.9526 -2.5402 4.8023
C 0.2536 2.5183 -0.4206
C -6.4423 -0.4160 -6.1164
C -0.1081 -1.8231 -1.1171
C -1.5631 5.3905 -0.7907
C -3.5134 -3.0482 2.5281
C 1.7652 -1.7237 4.3279
C 1.8331 -7.0863 4.8701
C 0.9389 3.1867 3.8495
H 0.1046 -4.4993 1.4783
H 2.3107 -6.1229 4.7387
H 0.8228 3.5875 5.9516
H -6.3767 0.5123 -5.5568
H -0.5241 2.6324 5.3722
H -1.0385 5.7114 -1.6891
H 1.7506 0.1129 -0.5616
H -7.3013 -0.3997 -6.7801
H 0.6930 -3.1152 0.3769
H -0.9300 -2.0222 3.1090
H -3.0290 1.1574 4.6581
H 0.8557 -1.9787 4.8859
H 6.1601 3.3243 2.6127
H 2.0533 2.3519 -1.5258
H -6.2394 -6.9678 -0.5041
H 3.3172 5.4957 0.1161
H 1.5759 -1.9682 3.2730
H -1.2524 5.8804 -4.7280
H 5.2728 6.2571 -6.9781
H 2.5614 -7.8912 4.8886
H 2.6280 -3.5710 4.9670
H 2.3356 -4.6811 -3.0367
H -8.0172 -6.8548 -0.5889
H -3.2250 -4.7291 1.3647
H -1.7265 4.6506 -5.9418
H 1.7554 0.0436 -2.3112
H 0.8003 -5.5130 -3.4165
H -1.9586 6.2395 -0.2357
H -5.4062 -2.3656 -2.9542
H -0.8092 2.2716 -0.4836
H 3.7219 -2.5565 4.0280
H 0.3097 3.0341 2.9675
H -2.5282 0.2531 8.1567
H -0.8947 1.4394 3.7420
H -0.6319 -0.1822 4.3297
H -1.0953 -5.5536 0.8529
H -6.0544 -1.0857 -1.8746
H -3.1888 -3.6288 3.3974
H 2.8877 5.1130 -2.9234
H -1.9348 0.5417 1.9249
H -2.4540 -5.0826 8.2187
H 0.6368 2.2047 0.5528
H -3.4780 -1.0536 1.7717
H -5.5252 -0.6238 -6.6535
H -0.5757 -0.2731 -2.4791
H 0.7475 -1.4331 0.8545
H 2.6817 3.5528 -3.7599
H -1.0895 -2.2432 -1.3630
H -2.4776 -6.5813 7.2500
H -0.7354 4.1795 -4.5348
H 1.7627 5.7795 0.9572
H -0.3415 0.0981 1.3803
H 5.3045 8.0338 -7.1319
H 1.0824 -7.2747 4.1085
H 5.9556 7.0053 -8.4516
H -7.0964 -7.4904 -1.9911
H 3.3870 -2.1357 5.7153
H 5.5633 2.4437 4.0544
H -5.7519 -2.7211 -1.2290
H -0.9306 0.1360 -0.8238
H -2.4005 4.7634 -1.1097
H 2.5789 7.1315 0.1212
H 8.0748 5.1646 -8.5117
H -3.7001 1.3104 9.0138
H -2.2500 -2.1129 5.2565
H 4.2140 4.4691 -3.9492
H 2.2884 -6.4688 -3.1593
H -4.2905 0.0810 7.8570
H 0.3108 -3.8711 -7.8607
H 8.7336 3.4997 -8.6888
H -0.4620 4.3517 4.9857
H 0.5707 2.1580 -2.4996
H -0.5722 -5.2150 -7.0882
H 1.5658 4.0528 3.6248
H 0.6185 -2.3352 -1.7560
H 5.6938 4.2244 4.0881
H -4.5984 -3.0800 2.4914
H 0.9116 -5.5524 -8.0405
H 9.0110 4.7079 -9.9709
H -1.0362 -5.5153 7.2118

Atom charges from the Löwdin analysis, given in e for atoms 1 to 6:
1. S 0.3631
2. P 0.2184
3. P 0.5147
4. O 0.0045
5. O 0.0606
6. O 0.0729

No. 2
Below is 10 unconnected molecules or ions with the total composition C32H81BN7O17 at a distorted geometry, with properties calculated with ωB97M-V/def2-TZVPD.

Values from the calculation:
* charge: -1
* M: 846.84 g mol⁻¹
* lowest unoccupied orbital energy: 2.0 eV
* DFT total energy: -2955.18077 Ha
* orbital gap: 8.95 eV

Element x y z (Å)
O 1.6224 -0.4467 0.6440
O -2.4464 1.5861 4.0366
O -2.7561 -1.1781 -0.1484
O -0.4274 2.2573 -3.1801
O 5.6599 2.7182 1.5487
O 1.2670 -1.4509 -2.1962
O 3.0464 -4.0323 -0.5869
O 3.9494 -1.4837 -0.7727
O 4.0207 2.1525 -2.4354
O -4.9780 -0.7532 0.0897
O -2.1831 0.8243 -1.2900
O -4.2634 1.8020 -1.1555
O -0.8591 -1.2157 -1.6413
O -3.0120 -4.2451 -2.7662
O -1.7283 4.0318 -0.8330
O 0.2861 -0.4708 6.7814
O -0.6059 -0.0656 0.4428
N 2.9608 -5.9872 -3.7664
N -3.5405 4.0186 -2.9075
N 1.2592 -2.3697 4.8333
N -5.9767 1.1320 2.7051
N 5.6222 -0.2387 -3.0432
N -5.3051 -3.9968 -4.5228
N 3.9629 2.6896 3.8507
C -5.8429 -1.8567 -3.6835
C -3.4694 0.8964 -0.9258
C 5.8634 3.1731 0.1816
C 4.9577 -5.2184 -2.4718
C -5.1780 2.5056 4.5521
C -4.8518 1.9110 3.2165
C 4.4752 1.8679 1.6012
C -3.5275 1.0167 3.3371
C -0.5045 -0.1151 7.9965
C 0.2311 -1.3568 4.5764
C 2.5807 -4.4501 -1.8932
C 0.3836 -1.1597 -1.3693
C 3.5051 0.9801 -3.0783
C -0.4973 3.8440 -0.2120
C 4.1949 1.4782 3.0334
C 0.5991 -0.4448 0.0107
C -0.5880 -1.5812 3.3158
C -1.8148 -3.9860 -3.5049
C -1.4268 2.2998 3.3483
C -3.8111 -3.0591 -2.7640
C -3.8867 -0.4767 -0.3789
C -1.8151 5.2805 -1.5132
C 2.1928 -4.4125 0.4435
C 4.5173 0.2057 -3.8990
C -4.3779 5.4382 -1.1439
C -0.5806 -1.1929 5.8604
C -4.7085 -2.8259 -3.9947
C -3.2395 5.2517 -2.1588
C 3.9834 -0.9936 -4.5688
C 2.8956 0.6065 3.2233
C 3.0989 2.8024 -1.6152
C 3.4402 -5.6016 -2.4501
B -1.6048 -0.4393 -0.6321
H 0.6621 -0.3726 4.3808
H 5.2200 -4.8179 -1.4921
H -1.5694 6.1327 -0.8790
H -3.1969 -2.1832 -2.5530
H 2.0460 1.2232 2.9314
H 2.4303 -3.8406 1.3411
H -1.1341 5.1683 -2.3595
H -4.3213 4.6557 -0.3883
H -0.0601 -1.8733 2.4077
H -6.6728 1.7538 2.3176
H -0.6709 2.8154 3.9397
H 2.9466 -0.9033 -4.8956
H -5.4783 1.6232 5.1205
H 3.3745 -5.4050 -4.4829
H 5.1609 -0.8448 -2.3761
H 5.3365 4.1043 -0.0313
H 2.9733 2.2912 -0.6581
H 5.6190 -6.0786 -2.5809
H 2.2723 -5.4693 0.7041
H 1.9350 -2.4400 4.0840
H 3.0660 -0.2435 2.5634
H 3.4718 3.7767 -1.3006
H -1.1719 -2.4965 3.4322
H -2.0238 2.9612 2.7189
H 5.6257 2.4573 -0.6062
H 3.5046 2.2904 1.3350
H -1.4484 -0.6248 5.5202
H -3.7604 3.2553 -2.2789
H 3.1026 3.0936 3.4996
H 1.9816 -5.7363 -3.8137
H 2.7126 -3.5839 -2.5438
H -1.0494 -3.5983 -2.8295
H -6.4549 -1.6551 -4.5626
H -4.4598 -3.2662 -1.9107
H -1.1656 -0.8913 8.3831
H 3.4444 -0.6872 -0.6020
H -5.9524 3.2569 4.7132
H 2.7038 1.3985 -3.6931
H 5.2949 -4.4759 -3.1955
H -4.3624 3.0307 5.0507
H -1.1554 -0.6664 3.1489
H -0.2245 4.7090 0.3963
H -6.5410 -2.3703 -3.0207
H 3.2836 -2.1658 -0.8954
H -5.5928 -4.5965 -3.7585
H 4.5670 3.4478 3.5582
H -0.5546 2.9908 0.4644
H 2.0774 2.8344 -1.9978
H 5.9022 0.6152 -2.5786
H 3.2358 -6.5082 -1.8785
H -5.2653 5.4851 -1.7743
H -0.9096 -2.1763 6.1984
H 1.5256 -4.6940 -2.0266
H 2.8590 0.3125 4.2715
H -1.1162 0.7236 7.6624
H -5.7133 0.5308 1.9360
H 1.8122 -2.0003 5.5959
H 1.1377 -4.2015 0.2599
H -3.2132 0.6993 2.3410
H -4.2185 6.4070 -0.6675
H 4.8364 0.9222 -4.6578
H -3.8131 0.1128 3.8762
H -1.1067 2.9282 -3.2776
H -1.8886 -3.1880 -4.2445
H -4.6885 2.8226 2.6362
H -5.5314 -0.9216 -3.2179
H 6.8837 3.4346 -0.1030
H 4.2046 -1.9171 -4.0338
H 4.7147 1.0115 0.9694
H 4.4607 -1.1903 -5.5306
H 5.0656 0.9804 3.4618
H -4.4548 4.2896 -3.2456
H -3.2568 6.0592 -2.8922
H -1.3191 -4.8489 -3.9500
H 0.3197 3.6825 -0.9171
H -4.5609 -4.6068 -4.8393
H -3.9415 -2.3764 -4.6280
H 0.1070 0.2093 8.8378
H -0.6846 1.7703 -2.3951
H 2.8852 0.3951 -2.3960
H -0.8277 1.5888 2.7759

Atom charges from the Löwdin analysis, given in e for atoms 1 to 6:
1. O 0.1283
2. O -0.2207
3. O 0.2183
4. O -0.0466
5. O -0.1684
6. O 0.0994

No. 3
Below is 6 unconnected molecules or ions with the total composition C32H81N5O12 at a distorted geometry, with properties calculated with ωB97M-V/def2-TZVPD.

Values from the calculation:
* relative energy (zero: lowest compared OMol25 entry of this formula, charge and spin): 220.7 kJ/mol
* SMILES: COCCNCCOC.COCCNCCOC.COCCNCCOC.COCCNCCOC.COCCNCCOC.OCCO
* M: 728.02 g mol⁻¹
* lowest unoccupied orbital energy: 0.6 eV
* DFT total energy: -2444.15720 Ha
* orbital gap: 9.07 eV

Element x y z (Å)
O 0.6849 1.5043 -2.8548
O -4.2758 -0.7814 0.3252
O -2.6787 4.5814 3.4611
O 4.3347 -3.4655 0.3454
O 3.5744 -4.0381 -3.9820
O -0.3173 -5.9678 -1.4663
O -0.1893 -0.9355 5.2009
O 0.4096 -1.8813 -0.0117
O 2.8656 -0.3630 0.5934
O -5.8697 4.3659 0.7739
O 5.9322 2.1777 -1.6331
O 0.4310 4.2991 -0.4440
N -5.4640 1.8508 -0.6831
N -2.4055 1.9190 4.3192
N 2.4545 2.2792 -0.6377
N 1.7686 -4.7327 0.2349
N 2.0921 -1.0944 -2.3329
C 2.6692 -3.4490 -3.0008
C -1.2928 -0.3167 4.6054
C 0.6262 3.5034 0.6786
C 1.8639 -0.4344 -3.6681
C -6.6063 5.3931 1.3183
C 0.5496 -0.8747 0.8952
C 0.4227 -4.9911 0.6227
C -5.2668 3.1564 -1.2260
C 1.8731 -0.6621 1.5183
C -0.5502 -4.9064 -0.5346
C 0.5806 0.3900 -3.8027
C 2.1329 3.1366 0.5250
C -3.2232 3.5355 2.7375
C -0.7934 5.0097 -0.2524
C -1.1830 1.1538 4.8006
C 2.8211 -5.2248 1.0795
C -3.3030 5.8114 3.2457
C 3.6840 2.4448 -1.3673
C -6.1767 4.1722 -0.6134
C 4.9014 1.6546 -0.8976
C -0.4358 -2.2953 5.4249
C 6.9989 1.3107 -1.9163
C -0.6051 2.0438 -2.5049
C -1.2821 -6.0241 -2.4597
C 3.1645 -5.3842 -4.3341
C 5.6810 -3.0572 0.2594
C -2.9978 -1.3135 0.1141
C -2.2978 2.3484 2.9573
C -4.7737 0.7945 -1.4414
C 3.1615 -2.0605 -2.4684
C 4.1626 -4.8611 0.4214
C -4.9642 -0.5915 -0.8930
H -0.0394 2.6852 0.8108
H -6.3861 5.3875 2.4280
H 4.1277 -5.1448 -0.6755
H -2.7486 6.5746 3.7509
H -4.3508 5.8844 3.5460
H -0.1970 -1.0069 1.6572
H 7.8396 1.9210 -2.2306
H 2.4895 2.7281 1.5209
H 3.0061 -5.8988 -3.3692
H 1.7445 -3.2804 -3.5504
H -6.0079 5.0986 -1.2007
H 5.0979 1.7261 0.2044
H -0.3172 -0.2541 -3.5758
H 2.2415 -1.6458 1.8986
H 1.8155 0.0427 2.3714
H -0.9556 5.6076 0.7319
H 6.7669 0.5879 -2.6850
H -0.5283 -3.8957 -0.9576
H 6.1768 -3.2605 1.2629
H 2.7982 0.5640 0.2741
H 0.4284 -2.8079 5.8054
H -2.3298 -0.5817 -0.3130
H 3.9821 -1.7078 -3.1556
H -7.2625 3.9005 -0.6294
H -1.5624 -5.0458 -0.1677
H -4.2296 3.2802 3.0952
H -1.0620 -5.4128 -3.3346
H 0.3367 0.0733 0.3243
H -1.4685 -0.5996 3.5243
H -3.2410 6.1095 2.1624
H -0.3550 2.9220 -1.9205
H 1.6025 2.1919 -1.2514
H -1.2358 2.6617 2.6722
H 0.6078 4.2016 1.5566
H 3.5560 -2.0883 -1.4567
H 4.9377 -5.3737 1.0250
H -3.2328 3.6935 1.6534
H 2.2049 -5.3569 -4.9072
H -3.7339 1.1879 -1.4869
H -4.2531 3.5423 -1.0831
H 4.0392 3.4471 -1.4479
H -7.7475 5.2189 1.1728
H -0.3508 1.6235 4.2637
H 6.3012 -3.5932 -0.4889
H 2.9006 -4.7467 2.0958
H -2.9618 -2.2247 -0.5037
H 7.2117 0.6864 -1.0487
H -2.5874 -1.5314 1.1104
H -2.2368 -5.7990 -2.0762
H 3.4052 2.0093 -2.3396
H 2.7388 -6.3023 1.0761
H -6.4223 6.4235 0.8568
H -5.1349 0.9059 -2.4458
H 2.2400 -0.3956 -1.6199
H -2.2192 -0.5767 5.1662
H -2.6914 1.5227 2.2992
H -0.9425 5.7146 -1.1311
H 1.7742 -1.2292 -4.4129
H -0.8003 -2.8204 4.4898
H 0.0206 -4.3162 1.3532
H -1.4171 -7.0447 -2.7435
H -1.7007 4.4341 -0.3689
H -5.5315 3.0611 -2.2894
H -1.2306 -2.3911 6.1683
H -1.0878 2.3878 -3.4610
H 0.2966 -5.9816 1.0520
H -1.2745 1.2593 -2.0319
H -2.4316 2.7311 4.9813
H -6.0750 -0.6099 -0.6516
H 4.7416 0.5379 -0.9995
H 0.9320 -1.6916 -0.7956
H 0.5518 0.7309 -4.8505
H -1.1187 1.3433 5.8612
H 2.7741 0.1299 -3.9716
H 2.5732 4.1801 0.3818
H -5.0689 1.8375 0.2662
H 5.6114 -2.0100 0.1414
H 1.9290 -3.7372 0.2494
H 2.5150 -4.1914 -2.2376
H -4.6245 -1.3974 -1.5392
H 3.9477 -5.9356 -4.8869

Atom charges from the Löwdin analysis, given in e for atoms 1 to 6:
1. O -0.2472
2. O -0.1865
3. O -0.1798
4. O -0.2335
5. O -0.2248
6. O -0.1719